[1]
Density functional theory data (ωB97M-V with the def2-TZVPD basis set) for a 2-piece molecular cluster, C12H20FN5O9P overall in a non-equilibrium geometry.

Geometry (Å):
H (2.4023, 2.5009, 0.6066)
O (0.0633, -3.2751, -0.5718)
H (-2.3167, 1.1183, 4.2656)
C (0.5294, -0.3305, -1.1325)
H (1.4203, -1.1247, -1.1825)
H (-2.2036, -0.6567, 4.9278)
C (2.3416, -2.4297, -3.9571)
C (-3.8621, -0.3315, 3.3140)
P (-2.3719, 0.9564, -0.5781)
N (0.6292, 2.4716, -0.8157)
C (-2.9640, 0.1838, 4.6264)
H (2.3542, 0.7512, 2.0381)
O (2.5256, 1.1874, -1.6451)
H (-0.9672, 3.6204, -1.7372)
O (2.0416, -1.7551, 3.9895)
O (2.2357, -1.7658, -2.9380)
H (1.3316, 4.0507, 0.6565)
C (-2.5023, -0.8977, 1.4491)
C (1.2454, 1.1421, -1.1808)
H (-3.8269, 1.0833, -0.4041)
C (0.4256, 0.1645, 1.4580)
C (1.7140, -0.5223, 3.5155)
H (-0.0963, -0.5407, -2.1277)
H (3.5671, -3.8311, -3.1785)
O (0.2067, -2.7829, 1.7762)
H (0.7784, 4.2303, -2.1008)
O (-3.3711, 0.1801, 1.9915)
H (-3.6648, 0.4821, 5.5203)
N (3.0854, -3.5487, -4.0221)
N (-1.7914, -0.5469, 0.1657)
H (-1.8308, 2.1550, 0.0779)
O (-2.1834, 1.0172, -2.1788)
O (-0.1677, 1.2500, 1.9977)
O (-4.9276, -1.1552, 3.4393)
N (1.8164, -0.1674, 2.0371)
H (3.1849, -4.1087, -4.8519)
F (1.2847, 0.4641, 4.5678)
C (-0.2949, -0.6672, 0.2434)
C (0.1323, 3.2473, -2.0151)
H (2.5165, 3.6925, -0.8754)
H (0.0714, 2.6211, -3.0026)
C (0.0215, -2.2832, 0.5480)
H (1.1540, -1.2661, -5.1006)
H (1.7993, -2.6358, -5.9556)
H (-1.8193, -1.2334, 2.3362)
C (1.7569, 3.2236, -0.0883)
N (1.7241, -2.1017, -5.1064)
H (-3.1974, -1.8355, 1.1987)

Largest force on an atom = 0.2037 Eh/bohr
Orbital gap = 6.86 eV
Electronic energy = -1861.13542 Eh
Charge = -1
Lowest unoccupied orbital energy = 2.12 eV

[2]
Density functional theory data (ωB97M-V with the def2-TZVPD basis set) for C12H20IrN2P2Te4 as an isolated structure in a non-equilibrium geometry.

Geometry (Å):
Te (-2.2322, -0.5116, -2.1953)
C (0.6251, -2.6776, -0.6974)
C (1.3262, 2.4068, 1.4036)
H (-0.8017, 3.6431, -2.5484)
H (2.5607, -1.2007, 1.5194)
P (-0.8158, 2.3141, -0.5905)
C (2.7022, 0.9865, -0.7135)
H (3.3175, 0.1761, 2.1275)
Te (-4.6493, -0.9019, -1.1708)
C (0.3479, 3.2866, 0.5451)
Te (-1.9006, 0.5160, 1.9169)
N (-0.3434, -7.4342, 0.2424)
C (0.7478, -4.0383, -0.7576)
C (-2.3800, 3.2220, -0.5567)
H (0.8613, 3.0173, -2.0688)
C (-0.0513, -4.8460, 0.1227)
H (-1.6815, -4.8243, 1.4203)
H (3.2178, 0.0653, -1.0015)
C (2.3108, -0.2213, 1.8922)
H (2.4268, 2.8199, 1.3831)
H (-2.9327, 2.7093, -1.3584)
H (0.8460, 2.1592, 2.3863)
H (0.9063, 3.9071, -0.1790)
H (1.7171, -0.3764, 2.7584)
C (-0.1478, -6.2948, 0.2024)
Ir (-0.5971, 0.0923, -0.2926)
H (-0.3406, 2.0287, -2.9541)
C (-1.0352, -4.1801, 0.7966)
H (1.1521, -2.0667, -1.3653)
H (-3.0229, 3.0788, 0.3765)
P (1.5134, 0.7329, 0.6270)
H (-2.1259, 4.2549, -0.6539)
C (-0.2584, 2.8298, -2.2192)
N (-0.3218, -2.0176, -0.0257)
H (3.5384, 1.6316, -0.4783)
Te (-4.5853, 0.2793, 2.0252)
C (-1.1732, -2.8104, 0.7275)
H (1.4219, -4.6735, -1.3583)
H (2.2660, 1.3727, -1.5767)
H (-0.3575, 3.8413, 1.1928)
H (-2.0510, -2.2963, 1.0961)

Spin multiplicity = 5
Largest force on an atom = 0.0713 Eh/bohr
Energy above the lowest of the compared OMol25 structures with the same formula, charge and spin = 0.0 kJ/mol
⟨S²⟩ = 6.03
Orbital gap (spin up / spin down) = 5.91 / 5.67 eV
Electronic energy = -2437.68481 Eh
Charge = +1
Lowest unoccupied orbital energy (spin up / spin down) = -3.63 / -5.10 eV

[3]
Density functional theory data (ωB97M-V with the def2-TZVPD basis set) for a 2-piece molecular cluster, C12H20N2O2 overall in a non-equilibrium geometry.

Geometry (Å):
H (0.7011, 2.9929, 2.8788)
O (1.3452, 1.0920, 3.5769)
H (-0.9457, -3.9797, -4.1074)
H (2.8958, 0.2662, 0.7289)
H (-0.0393, -4.9784, -2.9313)
H (1.4627, 3.1893, 5.2516)
H (-1.3254, -2.6236, -2.3138)
C (0.4741, 2.8042, 4.9972)
H (1.3039, 1.9088, 0.9774)
C (-0.9361, 1.6555, 3.2762)
C (-1.4153, 0.5095, -2.1707)
C (2.0497, 0.2676, 0.0557)
H (-0.9700, 1.2031, 2.2784)
C (-0.2653, -2.8629, -2.3554)
C (1.9388, -0.7013, -0.9242)
H (-0.2309, 3.6469, 5.0395)
H (0.7785, -3.8491, -3.9929)
C (-0.1082, 0.3847, -1.4058)
H (-1.3708, 1.4208, -2.7621)
O (-3.3430, 1.5513, -1.2070)
C (0.4897, 2.1513, 3.6058)
H (1.5671, -2.0540, -3.0725)
H (-1.6668, 2.4783, 3.2860)
H (0.1769, 2.0815, 5.7591)
C (0.5882, -1.6667, -2.7976)
N (0.0567, 1.3039, -0.4862)
H (0.1415, -1.1972, -3.6720)
C (-0.1220, -4.0030, -3.3987)
H (-1.6223, -0.3824, -2.7508)
H (0.0633, -3.2702, -1.4021)
C (0.8019, -0.6607, -1.7144)
H (-2.5246, -0.0224, -0.2940)
H (-1.2640, 0.9113, 4.0033)
C (-2.5303, 0.6866, -1.1414)
N (1.1629, 1.2178, 0.2330)
H (2.6822, -1.4719, -1.0473)

Largest force on an atom = 0.0326 Eh/bohr
Energy above the lowest of the compared OMol25 structures with the same formula, charge and spin = 494.0 kJ/mol
Orbital gap = 3.75 eV
Electronic energy = -729.07056 Eh
Lowest unoccupied orbital energy = -1.98 eV

[4]
Density functional theory data (ωB97M-V with the def2-TZVPD basis set) for one molecule with the formula C12H20N4O3 in a non-equilibrium geometry.

Geometry (Å):
C (-0.5618, 2.2204, 0.5295)
H (-3.5360, 3.9336, 1.4508)
C (-2.7354, 3.6804, 0.7434)
H (0.1647, 4.2798, 0.2533)
N (0.4255, -3.9557, 2.2458)
H (-1.5060, 0.2436, 0.3633)
H (1.3119, 0.5932, -0.5208)
H (-2.1091, 1.8524, 1.9970)
O (-0.6924, -1.6115, -1.2212)
O (-1.0227, 1.2175, -2.5129)
H (-1.0683, 3.2484, 2.2580)
C (1.7364, -3.1678, -1.0258)
C (-1.7971, 1.1472, -1.4853)
H (-0.7694, -3.9973, 0.4777)
O (-3.0425, 1.2681, -1.5241)
C (-0.0991, 3.3948, -0.3279)
H (1.9662, -3.3008, 3.4971)
N (2.8721, -0.9723, -0.8200)
H (-3.2345, 3.3318, -0.2911)
C (1.4116, -3.4381, 0.3775)
H (-2.2145, 4.6783, 0.3774)
H (1.7350, -1.6011, -2.5573)
H (3.6771, -1.0270, -1.4071)
N (0.3304, 0.2034, -0.5593)
C (-0.8956, 0.9233, -0.2093)
H (0.1887, 1.9732, 1.2460)
H (1.0655, -3.7832, -1.6533)
C (1.6598, -3.4920, 2.4579)
C (0.1999, -3.8947, 0.8878)
H (-1.6660, 1.5574, -3.2841)
H (3.0138, -1.4845, 0.1038)
H (0.9067, 3.1475, -0.8325)
C (1.6925, -1.6671, -1.4495)
C (-1.6657, 2.7654, 1.4521)
N (2.3342, -3.2172, 1.4054)
H (-0.8514, 3.6482, -1.1234)
C (0.3806, -1.0231, -1.0240)
H (2.7348, -3.5122, -1.2182)
H (-0.3400, -4.1624, 2.9233)

Largest force on an atom = 0.0961 Eh/bohr
Energy above the lowest of the compared OMol25 structures with the same formula, charge and spin = 200.1 kJ/mol
SMILES string = CC[C@H](C)[C@H](NC(=O)[C@@H](N)Cc1c[nH]cn1)C(=O)O
Orbital gap = 9.26 eV
Electronic energy = -914.00051 Eh
Lowest unoccupied orbital energy = 0.71 eV